[1]
Molecular formula: C2H8N6
Method: DFT, ωB97M-V/def2-TZVPD

**Energy relative to the best compared isomer or geometry (same formula, charge and spin)**: 228.7 kcal per mole
**Kohn-Sham gap**: 8.4448 eV
**Net charge**: 0

Last column: natural (NBO) charge in e.
Geometry (Å):
C 1.4448 -0.0643 -0.8022  0.084
C -0.8801 0.5639 -0.2602  0.288
H -0.0052 -2.0273 0.3953  0.385
H 1.4777 -2.8524 0.6740  0.332
H 2.4222 0.4551 -1.2865  0.174
H 1.7809 2.5723 -0.5492  0.367
H 1.5491 2.0985 1.0173  0.356
H -1.1791 1.2760 0.9587  0.123
H -3.7312 -1.0147 -0.3811  0.369
H -2.5755 -0.2669 1.2331  0.330
N 0.9826 -1.8136 0.3981  -0.584
N 1.6950 -1.3246 -0.4578  -0.215
N 0.5576 0.8056 -0.0928  -0.331
N 1.0559 2.0125 0.1155  -0.652
N -1.6876 -0.3018 -0.8869  -0.342
N -2.9072 -0.1185 -0.0753  -0.683

=====

[2]
Molecular formula: C2H8N6
Method: DFT, ωB97M-V/def2-TZVPD

**Energy relative to the best compared isomer or geometry (same formula, charge and spin)**: 75.7 kcal per mole
**Kohn-Sham gap**: 9.8808 eV
**SMILES**: [H]/N=N/NN.CN=C=N
**Net charge**: 0

Last column: natural (NBO) charge in e.
Geometry (Å):
C 1.3384 0.3148 1.4851  -0.410
N 1.1980 0.7208 0.1260  -0.525
N -0.7273 -1.4133 -0.7126  -0.286
C 0.9014 1.7552 -0.4291  0.664
N -0.6895 -0.8173 -1.9679  -0.628
N -1.6106 -1.0749 0.2526  -0.003
N -1.7394 -1.9028 1.1916  -0.483
N 0.5312 2.7975 -0.9283  -0.757
H -0.1699 -2.2638 -0.6167  0.363
H -1.6243 -0.5084 -2.2250  0.359
H -0.1038 0.0205 -1.9041  0.354
H -2.5036 -1.5947 1.7985  0.330
H 1.0496 3.3741 -1.5631  0.405
H 0.3504 0.0995 1.9005  0.216
H 1.9623 -0.5803 1.4978  0.208
H 1.8369 1.0731 2.0947  0.193

=====

[3]
Molecular formula: C2H8N6
Method: DFT, ωB97M-V/def2-TZVPD

**Energy relative to the best compared isomer or geometry (same formula, charge and spin)**: 73.6 kcal per mole
**Kohn-Sham gap**: 9.3410 eV
**Net charge**: +2

Last column: natural (NBO) charge in e.
Geometry (Å):
C 1.2694 0.0020 0.4049  0.604
C -2.1164 -0.1082 0.8124  0.773
N 1.8654 0.1370 -0.5795  -0.062
N -2.0819 0.0549 1.9608  -0.477
N -2.0050 -0.2305 -0.4274  -0.440
N 1.1798 -0.1716 1.6908  -0.761
N 2.2227 0.0251 -1.7751  -0.559
N -0.8348 0.4829 -1.0034  -0.645
H -2.6141 0.2166 2.7792  0.498
H -2.2817 -1.0886 -0.8771  0.472
H 1.8695 -0.5947 2.2577  0.453
H 0.3613 0.0772 2.2607  0.432
H 1.8571 -0.8592 -2.2311  0.412
H 2.9760 0.5406 -2.2785  0.467
H -0.5425 0.0537 -1.9112  0.415
H -1.1247 1.4627 -1.0833  0.417

=====

[4]
Molecular formula: C2H8NO
Method: DFT, ωB97M-V/def2-TZVPD

**Expectation value of S²**: 0.753
**Energy relative to the best compared isomer or geometry (same formula, charge and spin)**: 54.0 kcal per mole
**2S+1**: 2
**Kohn-Sham gap (alpha / beta)**: 4.1924 / 8.2036 eV
**Net charge**: 0

Last column: Mulliken spin population.
Geometry (Å):
C -0.4659 -0.2489 -1.2566  0.392
C -0.7988 -1.4745 -0.6740  0.507
N -0.5563 0.9266 -0.3205  0.123
H 0.1331 0.0219 -2.1182  0.002
H -0.5296 -2.4235 -1.1212  -0.004
H -1.2330 -1.5016 0.3169  0.004
H 0.0838 0.7815 0.4892  -0.002
H -1.4764 1.0714 0.0578  -0.007
H -0.4117 1.7352 -0.9196  -0.075
H 1.8289 -0.4200 1.6527  -0.023
H 1.8656 1.0295 2.3178  0.000
O 1.5604 0.5026 1.5756  0.082

=====

[5]
Molecular formula: C2H8NO
Method: DFT, ωB97M-V/def2-TZVPD

**Energy relative to the best compared isomer or geometry (same formula, charge and spin)**: 26.7 kcal per mole
**Kohn-Sham gap**: 11.9671 eV
**Net charge**: +1

Last column: natural (NBO) charge in e.
Geometry (Å):
C 0.7028 0.1090 1.1509  -0.075
C 1.1387 1.3495 1.1835  -0.321
N -0.5440 -0.2550 0.4167  -0.707
H 1.1806 -0.7755 1.5377  0.234
H 2.0751 1.5091 1.7162  0.252
H 0.5875 2.1958 0.8297  0.228
H -0.7964 0.3511 -0.3707  0.466
H -0.2849 -1.1058 -0.1270  0.463
H -1.2635 -0.6398 1.0234  0.448
H -1.3916 -0.2464 -2.5607  0.500
H -0.6926 -1.6768 -2.6098  0.510
O -0.7119 -0.8152 -2.1900  -1.000

=====

[6]
Molecular formula: C2H8NO2P
Method: DFT, ωB97M-V/def2-TZVPD

**Energy relative to the best compared isomer or geometry (same formula, charge and spin)**: 80.5 kcal per mole
**Kohn-Sham gap (alpha / beta)**: 10.2286 / 10.2279 eV
**Net charge**: 0

Last column: natural (NBO) charge in e.
Geometry (Å):
C -2.0900 0.0664 0.5487  -0.428
C 0.2176 0.5741 -0.8256  -0.701
N -0.7208 -0.3516 0.6727  -0.557
O 2.0829 0.1476 1.2194  -1.071
O 2.0101 -1.4580 -0.8217  -1.010
P 1.8234 -0.0252 -0.2567  1.969
H -2.4504 -0.0663 1.5822  0.209
H -2.1627 1.0759 0.2324  0.165
H -2.6052 -0.4167 -0.2047  0.192
H -0.3690 0.6392 -1.7642  0.255
H 0.1065 1.5219 -0.2454  0.224
H -0.2362 0.1603 1.3281  0.350
H 2.7965 0.3531 -1.1836  -0.122
H 1.5974 -2.2208 -0.2816  0.524

=====

[7]
Molecular formula: C2H8NO2P
Method: DFT, ωB97M-V/def2-TZVPD

**Energy relative to the best compared isomer or geometry (same formula, charge and spin)**: 60.0 kcal per mole
**Kohn-Sham gap**: 9.6830 eV
**SMILES**: COPOCN
**Net charge**: 0

Last column: natural (NBO) charge in e.
Geometry (Å):
C -0.1417 1.0863 1.8178  0.091
C 0.9066 -0.9687 -2.0840  -0.262
N 0.6090 0.2142 2.7247  -0.828
O 0.2261 0.7767 0.4443  -0.829
O -0.2710 -0.1890 -1.9022  -0.793
P -0.8756 -0.1976 -0.3791  1.131
H 0.2364 2.0311 2.1134  0.185
H 0.5034 0.6024 3.6691  0.355
H -1.2447 0.9723 1.7731  0.143
H 1.6813 -0.2527 -2.1006  0.192
H 0.8066 -1.5933 -2.9326  0.188
H 1.1889 -1.7210 -1.3384  0.180
H 0.1913 -0.7420 2.7768  0.358
H -2.0083 0.7282 -0.6803  -0.111

=====

[8]
Molecular formula: C2H8NO2P
Method: DFT, ωB97M-V/def2-TZVPD

**Expectation value of S²**: 2.011
**Energy relative to the best compared isomer or geometry (same formula, charge and spin)**: 0.0 kcal per mole
**2S+1**: 3
**Kohn-Sham gap (alpha / beta)**: 9.2968 / 8.1760 eV
**Net charge**: 0

Last column: Mulliken spin population.
Geometry (Å):
C -1.1880 1.8086 0.8294  0.048
C 0.5440 -1.6790 -2.0413  0.012
N 1.2534 0.5209 1.2819  0.956
O 2.1596 1.3528 1.3785  0.803
O -0.8429 -0.8489 1.5394  -0.010
P -0.3243 0.6503 2.0331  0.183
H -0.7900 1.4324 -0.1180  0.002
H -2.3078 1.7557 0.8652  0.006
H -0.8340 2.8567 1.0473  -0.004
H 0.7261 -0.6016 -2.0660  -0.005
H 1.1240 -2.1234 -2.8653  0.001
H -0.4528 -1.8558 -2.1210  -0.002
H 1.0070 -1.8650 -0.9590  -0.001
H -0.0743 -1.4038 1.1959  0.012

=====

- What is the formula in the sixth record?
  C2H8NO2P